1.
The following is a DFT calculation (wB97M-V/def2-TZVPD) of 12 unconnected molecules or ions with the total composition C22H54B3F27N6O8P2 in a non-equilibrium geometry.

Geometry as XYZ:
```
122
Properties=species:S:1:pos:R:3
C 5.00998 -3.95694 1.13658
C 4.78868 -3.19565 2.38861
O 5.64793 -2.52527 2.89749
N 3.42336 -3.23956 2.89380
H 3.29315 -2.42460 3.47601
H 2.63267 -3.18015 2.26821
C 3.25907 -4.46798 3.83058
H 5.78373 -3.50612 0.51513
H 4.11016 -3.98673 0.52216
H 5.40125 -4.94040 1.39698
H 2.19716 -4.65001 3.99584
H 3.74820 -4.27962 4.78628
H 3.62861 -5.41957 3.44843
C -4.88033 -3.02961 -2.43963
C -3.33580 -3.16276 -2.64163
O -2.51591 -2.71548 -1.85109
N -2.79975 -4.06699 -3.81953
H -3.51992 -4.64221 -4.23255
H -2.40317 -3.45616 -4.51931
C -1.75854 -5.01041 -3.17046
H -5.22933 -4.06218 -2.44957
H -5.36339 -2.37358 -3.16378
H -5.16073 -2.59663 -1.47941
H -1.52228 -5.78546 -3.89957
H -2.14728 -5.51837 -2.28787
H -0.91876 -4.35441 -2.94126
C 0.44168 2.91699 -7.18441
C 0.48369 1.73925 -6.14485
O 1.39757 1.59855 -5.32585
N -0.67846 0.76920 -6.20116
H -1.05784 0.94634 -7.12029
H -0.31097 -0.16586 -6.09773
C -1.83341 1.07326 -5.15482
H 0.35617 2.57994 -8.21745
H 1.38684 3.45984 -7.19441
H -0.41422 3.57444 -7.03181
H -2.38341 0.13671 -5.06272
H -2.41493 1.93891 -5.47199
H -1.27296 1.34808 -4.26125
C -1.11154 6.92613 -1.91371
C -1.12607 6.03639 -0.75830
O -0.32379 5.99903 0.15531
N -2.35139 5.10805 -0.68672
H -3.13749 5.68542 -0.42446
H -2.57263 4.77832 -1.61540
C -2.17060 3.91506 0.26016
H -0.48409 7.80079 -1.74230
H -2.13869 7.21335 -2.13862
H -0.67347 6.37166 -2.74362
H -3.14857 3.45768 0.41003
H -1.82563 4.34469 1.20065
H -1.37358 3.32636 -0.19403
C 1.10560 4.25128 2.98498
C 1.89832 3.47540 1.88477
O 1.35586 2.64300 1.20717
N 3.44987 3.69725 1.82888
H 3.52079 4.54013 1.27697
H 3.72958 3.98046 2.75714
C 4.31547 2.54568 1.31449
H 1.28781 5.31227 2.81408
H 1.51191 3.95098 3.95080
H 0.03014 4.07908 2.94196
H 4.09138 2.24005 0.29249
H 4.21715 1.63931 1.91192
H 5.31311 2.98174 1.36617
C 0.48183 -0.54468 -2.09970
C -0.48833 -0.02457 -1.08855
O -0.89107 1.12876 -1.06654
N -0.89238 -0.92483 0.09251
H -1.87570 -0.79426 0.28259
H -0.76357 -1.89438 -0.15948
C -0.06357 -0.70304 1.39164
H -0.10976 -1.21254 -2.72587
H 1.29208 -1.04137 -1.56596
H 1.02989 0.16364 -2.72100
H -0.49648 -1.37321 2.13431
H -0.30679 0.30510 1.72720
H 0.99701 -0.93710 1.29956
C -3.99823 1.71684 5.16276
O -3.32513 0.62227 5.76581
O -5.21184 1.79080 5.85962
C -2.93930 2.90794 5.08952
F -2.21084 3.05288 6.25632
F -2.04662 2.82536 4.06863
F -3.53194 4.11043 4.97827
C -2.31345 -0.12563 5.05722
C -2.79412 -1.40025 4.37345
H -1.91806 -1.89046 3.94882
H -3.22540 -1.98185 5.18822
H -3.59658 -1.17140 3.67218
H -1.57339 -0.37899 5.81631
H -1.64322 0.47195 4.43931
H -4.15212 1.49223 4.10731
P 2.24719 -0.25241 4.68185
F 2.98838 -1.51608 5.36823
F 3.41987 -0.11761 3.55410
F 1.62650 -1.25106 3.61547
F 1.33255 0.85095 3.95720
F 1.07970 -0.37238 5.79588
F 3.06625 0.78523 5.67239
P 4.66501 -0.86920 -1.50722
F 4.90914 0.77421 -1.53068
F 3.63755 -0.62118 -2.79336
F 5.75924 -1.21419 -2.63969
F 4.36937 -2.46740 -1.64912
F 5.79881 -0.94654 -0.38665
F 3.45226 -0.66111 -0.47254
B -0.58187 -2.51766 -5.74988
F -1.73272 -2.08892 -5.15340
F -0.85850 -2.44789 -7.11514
F 0.52421 -1.66981 -5.44429
F -0.21239 -3.80867 -5.25853
B 0.72067 -4.11677 0.65473
F 0.84685 -4.68573 -0.61816
F 1.61135 -3.11662 0.97902
F -0.50487 -3.46143 0.69935
F 0.80521 -5.05680 1.58241
B -4.18338 -0.20925 0.79791
F -5.00094 -0.42167 1.86494
F -3.30049 0.74485 1.06982
F -3.45355 -1.37334 0.51891
F -4.92230 0.25049 -0.31051
```

Energy = -143010.811 eV


2.
The following is a DFT calculation (wB97M-V/def2-TZVPD) of a molecular structure, C20H20BrN3O5OsS2.

Geometry as XYZ:
```
52
Properties=species:S:1:pos:R:3
Os 1.86769 0.66563 0.69010
O 2.60526 2.67583 0.50920
S 4.01103 2.28160 0.94995
O 5.06174 3.15665 0.56592
O 3.92976 1.82188 2.31507
S 4.01968 0.44474 -0.11736
C -0.00942 3.24493 -3.84895
C 0.39968 1.80848 -3.53121
C 1.64236 1.43680 -4.33569
C -0.75545 0.85606 -3.84296
N 0.75324 1.82792 -2.09280
N 1.01103 0.54047 -1.52770
H -0.25182 3.34559 -4.90622
H 0.79919 3.93200 -3.60548
H -0.89157 3.53258 -3.27413
H 1.45693 1.58798 -5.39894
H 1.91694 0.38607 -4.21587
H 2.48733 2.05398 -4.03487
H -1.05067 0.94992 -4.88723
H -1.62554 1.08235 -3.22291
H -0.48261 -0.18886 -3.68353
H -0.05036 2.17364 -1.56940
H 1.73563 0.09477 -2.08349
H 0.17145 -0.04109 -1.52627
N -0.45780 -8.94129 1.68500
C -0.16969 -7.83414 1.58680
C 0.18986 -6.45281 1.46450
C 1.45566 -6.11068 0.99072
C 1.80260 -4.77983 0.87194
C 0.88680 -3.78370 1.22503
C -0.38070 -4.13618 1.70204
C -0.72900 -5.46657 1.82125
C 1.23332 -2.41155 1.09885
C 1.51723 -1.22588 0.98369
H 2.15666 -6.88734 0.72073
H 2.78124 -4.50031 0.50935
H -1.08197 -3.36047 1.97422
H -1.70548 -5.74783 2.18805
Br -5.11107 3.49734 5.16921
C -3.83322 2.88620 3.91781
C -4.10588 2.99659 2.56213
C -3.17132 2.53859 1.65151
C -1.96960 1.99343 2.09336
C -1.70739 1.89877 3.45592
C -2.64401 2.33838 4.37528
C -0.99656 1.50390 1.08126
O -1.29987 1.25546 -0.07163
O 0.21134 1.28112 1.56855
H -5.03701 3.43192 2.22875
H -3.36500 2.59651 0.58960
H -0.76792 1.48725 3.79480
H -2.45274 2.26326 5.43603
```

Expectation value of S² = 6.059
2S+1 = 5
Energy = -129949.205 eV
Energy above the lowest of the compared OMol25 structures with the same formula, charge and spin = 0.873 eV


> Which of these has the highest energy?

C20H20BrN3O5OsS2